16
Properties=species:S:1:pos:R:3:forces:R:3 method="wB97M-V/def2-TZVPD" spin_multiplicity=1 energy_ev=-8404.7215 smiles=C[C@@H](O)CCO relative_energy_ev=0.826 max_force_ev_per_a=1.21 charge=0 orbital_gap_ev=10.914
C -0.97629 1.29171 -1.27736 0.01 -0.56 0.13
C -0.37529 -0.02293 -0.77823 0.87 0.69 -0.06
O 0.83132 -0.35347 -1.51156 -0.88 0.20 0.03
C 0.04000 0.11265 0.68658 -0.32 -1.14 -0.24
C 0.72515 -1.17908 1.18406 0.09 1.02 0.01
O 0.76642 -1.22299 2.60923 -0.18 -0.60 -0.42
H -1.21987 1.30876 -2.34202 0.01 -0.29 -0.02
H -1.90954 1.40870 -0.72334 0.07 0.52 -0.03
H -0.25625 2.08976 -1.10513 -0.21 0.19 0.21
H -1.10145 -0.83014 -0.90058 -0.02 -0.13 0.11
H 0.55064 -0.26693 -2.42850 0.42 -0.15 -0.17
H -0.84614 0.32221 1.28714 -0.05 -0.04 0.07
H 0.74233 0.93688 0.80535 0.00 0.19 -0.11
H 1.72937 -1.14135 0.75316 0.06 -0.43 0.12
H 0.22624 -2.08314 0.84636 -0.13 0.00 0.00
H 1.07336 -0.37064 2.89484 0.26 0.52 0.36